Entry 1:
Computed, not measured: a 2-piece molecular cluster, C22H24BN2 overall at a distorted geometry, with ωB97M-V/def2-TZVPD.

Summary:
Energy above the lowest of the compared OMol25 structures with the same formula, charge and spin in kcal/mol: 25.1
Total charge: +1
Lowest unoccupied orbital energy in eV: -5.3

```
49
Properties=species:S:1:pos:R:3:mulliken_charge:R:1
C -1.6520 -1.4685 0.9100 -1.5067
C -0.2044 -1.3341 1.1517 -0.2636
N 0.3365 -1.7487 2.3351 0.0764
C -0.4931 -2.2636 3.4071 -0.8961
C 1.7367 -1.7148 2.2704 0.0847
C 2.0744 -1.2945 0.9422 1.1625
C 3.4140 -1.3410 0.5523 -0.1279
C 4.3784 -1.7974 1.4761 -0.8138
C 4.0232 -2.2251 2.7722 -0.6298
C 2.6768 -2.1750 3.1809 -0.9203
C 0.8348 -0.9500 0.2838 0.9837
C 0.6267 -0.2683 -1.0293 -0.5852
C 1.7990 0.2665 -1.8349 0.0760
C 2.6820 1.1538 -1.2331 -0.2077
C 3.8641 1.5329 -1.8832 -0.5431
C 4.0955 1.0817 -3.1904 -0.4011
C 3.1389 0.2896 -3.8540 -0.6422
C 1.9473 -0.0376 -3.1906 -0.4235
H -1.8651 -1.3494 -0.1552 0.2638
H -1.9714 -2.4761 1.2258 0.3649
H -2.2575 -0.7502 1.4954 0.3338
H 0.1573 -2.5636 4.2307 0.3294
H -1.2010 -1.4972 3.7564 0.2613
H -1.0821 -3.1327 3.0698 0.3105
H 3.6720 -1.0449 -0.4760 0.3930
H 5.4313 -1.8203 1.1730 0.3841
H 4.8014 -2.5578 3.4611 0.3808
H 2.3401 -2.4625 4.1736 0.2340
H 0.0671 -0.9575 -1.6923 0.4850
H 2.4240 1.5451 -0.2518 0.3479
H 4.6004 2.1493 -1.3540 0.4006
H 5.0447 1.3125 -3.6845 0.3678
H 3.3055 -0.0623 -4.8842 0.3764
H 1.1365 -0.5477 -3.7095 0.3450
H 0.0256 0.5845 -0.8353 0.0182
B -2.4486 1.9832 -1.9822 0.2083
N -3.5944 2.0272 -1.0876 0.0058
C -4.1589 3.2597 -1.0071 -0.0673
C -5.3343 3.3941 -0.3134 -0.6735
C -5.8556 2.3191 0.4451 -0.1465
C -5.1339 1.1089 0.5116 -0.7050
C -4.0648 0.9563 -0.3509 0.0839
H -1.5941 2.7667 -1.7524 0.0498
H -2.4174 1.0094 -2.6520 0.0500
H -3.6635 4.0432 -1.5840 0.4382
H -5.8608 4.3284 -0.4459 0.3942
H -6.7882 2.4295 0.9842 0.4344
H -5.4558 0.2856 1.1670 0.3938
H -3.5371 0.0136 -0.5415 0.5148
```

***

Entry 2:
Computed, not measured: a 2-piece molecular cluster, C22H24BN3O2 overall at a distorted geometry, with ωB97M-V/def2-TZVPD.

Summary:
Total charge: 0
Lowest unoccupied orbital energy in eV: -0.9

```
52
Properties=species:S:1:pos:R:3:mulliken_charge:R:1
C 1.6925 -6.0682 2.5825 -0.9025
O 1.5711 -4.6321 2.4269 -0.4638
C 0.9828 -4.1815 1.2940 0.4042
C 0.9099 -2.7793 1.1002 -0.2122
C 0.2939 -2.2864 -0.0464 0.5409
C -0.2401 -3.1780 -1.0008 -0.2301
C -0.1818 -4.5733 -0.8509 -1.5062
C 0.4246 -5.0549 0.3149 -0.4231
N -0.7866 -2.4186 -2.0268 0.1080
C -1.4782 -2.8839 -3.2298 -0.9522
C -0.5894 -1.0850 -1.7485 -0.6343
C 0.1607 -0.9447 -0.5596 0.6873
C 0.6545 0.2775 0.0956 -0.3092
C 0.1435 1.5620 -0.4067 0.4629
C 0.2339 1.9474 -1.7363 -0.9447
N -0.3233 3.1915 -1.9118 0.1472
C -0.3455 3.8816 -3.1867 -0.9634
C -0.8587 3.6493 -0.7039 -0.0757
C -0.6312 2.6219 0.2717 0.1789
C -1.1629 2.8060 1.5357 0.5563
C -1.9388 3.9673 1.8302 0.3627
O -2.5581 4.2077 3.0090 -0.4759
C -2.4792 3.2163 4.0530 -0.7723
C -2.1099 4.9656 0.8109 -0.8128
C -1.5505 4.8139 -0.4332 -0.9511
H 2.1952 -6.1805 3.5202 0.2652
H 0.6894 -6.5410 2.5998 0.3465
H 2.2863 -6.5008 1.7511 0.3550
H 1.2821 -2.0867 1.8293 0.4964
H -0.5656 -5.2421 -1.5918 0.2585
H 0.5240 -6.1324 0.4639 0.3564
H -1.4576 -3.9810 -3.2659 0.2993
H -2.5146 -2.5398 -3.2453 0.3260
H -0.9807 -2.4796 -4.1113 0.3362
H -1.0316 -0.3540 -2.4225 0.6749
H 0.6970 0.1854 1.1946 0.5196
H 0.6585 1.4217 -2.5726 0.7981
H -0.8433 4.8453 -3.0717 0.2921
H 0.6874 4.0299 -3.5359 0.3200
H -0.8684 3.2786 -3.9391 0.3146
H -1.0345 2.0317 2.3011 0.4299
H -2.9955 3.6847 4.8730 0.2433
H -2.9918 2.2875 3.7457 0.3238
H -1.4280 3.0021 4.3175 0.2981
H -2.6795 5.8590 1.0902 0.4027
H -1.6364 5.6056 -1.1886 0.2137
H 2.1027 0.3884 0.0528 -0.2591
B 3.4120 0.3260 0.0051 0.0774
H 3.9706 -0.2053 0.9297 -0.0938
H 3.8266 -0.2694 -0.9561 -0.1053
C 4.1421 1.7430 -0.0955 0.3500
N 4.7207 2.8017 -0.1607 -0.6584
```

***

Entry 3:
Computed, not measured: C22H24Cl5N3O3PV as an isolated structure, with ωB97M-V/def2-TZVPD.

Summary:
Energy above the lowest of the compared OMol25 structures with the same formula, charge and spin in kcal/mol: 0.2
Total charge: +1
Multiplicity: 2
Lowest unoccupied orbital energy (alpha / beta) in eV: -2.8 / -2.9

```
59
Properties=species:S:1:pos:R:3:mulliken_charge:R:1
V -0.3148 -0.8709 -0.4321 -0.1512
N -2.0537 -3.4226 0.7736 0.1078
C -2.2532 -2.2697 1.5036 0.6039
C -3.0762 -2.4159 2.6409 -0.8232
C -3.2968 -1.3412 3.4524 -0.5893
C -2.6905 -0.1179 3.1386 -0.7670
C -1.9218 -0.0637 2.0156 -0.0187
N -1.7023 -1.1052 1.1688 0.4838
C -1.3703 -3.7731 -0.3781 0.5756
C -1.4305 -5.1425 -0.7025 -0.9434
C -0.8561 -5.5861 -1.8589 -0.3354
C -0.2243 -4.6584 -2.6924 -1.0672
C -0.1807 -3.3560 -2.2893 -0.1609
N -0.7229 -2.8819 -1.1301 0.2598
H -2.5035 -4.2159 1.1974 0.0991
H -3.5172 -3.3792 2.8575 0.4253
H -3.9241 -1.4409 4.3279 0.4308
H -2.8118 0.7600 3.7540 0.4959
H -1.4067 0.8367 1.7225 -0.2042
H -1.9403 -5.8244 -0.0355 0.3815
H -0.8982 -6.6340 -2.1227 0.4382
H 0.2313 -4.9407 -3.6290 0.4237
H 0.3108 -2.6114 -2.8925 0.4553
Cl 1.7632 -0.7213 -2.3035 -0.1677
C 2.4885 -1.1301 -0.7292 1.1907
C 1.5912 -1.2042 0.3172 -1.0181
C 2.1625 -1.4877 1.5419 0.9727
Cl 1.1204 -1.6127 2.9497 -0.1902
C 3.5345 -1.6832 1.7160 -0.2141
Cl 4.1912 -2.0452 3.2629 -0.1654
C 4.3914 -1.5831 0.6173 0.6424
Cl 6.0811 -1.8111 0.7959 -0.1635
C 3.8607 -1.2950 -0.6428 -0.4351
Cl 4.8681 -1.1403 -2.0240 -0.1707
C -1.7384 4.7379 1.0377 -1.3718
C -1.4988 3.2501 0.9900 -0.0984
O -0.3803 3.0094 0.1214 -0.2320
P 0.1217 1.6117 -0.4941 0.9347
O 1.6176 2.0577 -0.8235 -0.3047
C 2.5460 2.2726 0.2726 0.1098
C 3.2378 3.5948 0.0643 -1.4301
O -0.5449 1.5307 -1.9500 -0.3934
C -0.3574 2.5196 -3.0078 -0.2788
C -1.5988 3.3639 -3.1451 -0.9785
H -2.5537 4.9598 1.7269 0.4152
H -2.0091 5.1246 0.0560 0.3107
H -0.8479 5.2625 1.3815 0.3081
H -2.3756 2.7204 0.6059 0.3583
H -1.2632 2.8727 1.9869 0.3667
H 3.2417 1.4339 0.2716 0.1259
H 2.0055 2.2556 1.2241 0.3376
H 3.7336 3.6166 -0.9057 0.3096
H 3.9933 3.7550 0.8339 0.4165
H 2.5204 4.4137 0.1046 0.2986
H -0.1492 1.9445 -3.9090 0.3787
H 0.5252 3.1113 -2.7692 0.2215
H -2.4736 2.7455 -3.3427 0.2932
H -1.4759 4.0567 -3.9787 0.4093
H -1.7752 3.9473 -2.2425 0.0921
```

***

no.,molar mass (g/mol),energy (a.u.)
1,327.26,-986.81450
2,373.27,-1192.20807
3,637.63,-4828.89352